Record 1
# C6H10

The molecule C6H10 (wB97M-V/def2-TZVPD, OMol25).

```
16
Properties=species:S:1:pos:R:3:mulliken_charge:R:1
C -1.957 0.462 1.979 -0.1108
C -0.919 -0.017 1.600 -0.5598
C -0.017 -0.936 0.915 -0.5007
C 0.461 -0.463 -0.502 0.6893
C -0.543 0.396 -1.284 -1.4711
C 1.766 0.336 -0.335 -1.4291
H -2.986 0.504 2.242 0.3701
H -0.730 -1.770 1.049 0.2259
H 0.861 -1.265 1.480 0.3849
H 0.688 -1.354 -1.103 0.2161
H -0.113 0.689 -2.252 0.4178
H -0.776 1.318 -0.740 0.3339
H -1.485 -0.124 -1.483 0.3457
H 2.532 -0.242 0.195 0.3832
H 2.187 0.632 -1.305 0.3897
H 1.584 1.255 0.237 0.3151
```

Lowest unoccupied orbital energy = 1.0 eV
Energy above the lowest of the compared OMol25 structures with the same formula, charge and spin = 199.0 kJ/mol
SMILES = C#CCC(C)C



Record 2
# C4H9NO

The molecule C4H9NO (wB97M-V/def2-TZVPD, OMol25).

```
15
Properties=species:S:1:pos:R:3:mulliken_charge:R:1
C 1.132 1.301 -0.367 -1.3349
C 0.411 -0.069 0.075 0.9769
O 1.380 -1.055 0.403 -0.5730
C -0.693 -0.644 -0.913 -0.6536
N -1.639 0.215 -0.141 -0.3783
C -0.797 0.224 0.989 -0.8300
H 0.388 2.086 -0.595 0.3561
H 1.562 1.756 0.562 0.3032
H 1.876 1.100 -1.202 0.3540
H 2.020 -1.297 -0.317 0.3418
H -0.738 -0.418 -1.977 0.2915
H -0.828 -1.761 -0.770 0.2655
H -2.628 0.247 0.043 0.2048
H -0.773 -0.712 1.638 0.2667
H -0.770 1.057 1.681 0.4092
```

Lowest unoccupied orbital energy = 1.0 eV
Energy above the lowest of the compared OMol25 structures with the same formula, charge and spin = 269.2 kJ/mol
SMILES = CC1(O)CNC1



Record 3
# C13H22N2O2P

A cluster of 2 separate species, C13H22N2O2P in total (wB97M-V/def2-TZVPD, OMol25).

```
40
Properties=species:S:1:pos:R:3:mulliken_charge:R:1
C -3.003 -1.961 -1.790 -1.3746
C -1.751 -2.528 -1.096 -0.0802
P -1.731 -2.037 0.689 0.0175
C -2.611 -3.473 1.409 -1.1975
N -0.095 -2.340 1.241 0.0862
C 0.557 -1.191 1.845 -1.1572
C 1.251 -0.275 0.820 -0.0363
N 1.322 -0.910 -0.544 -0.1294
C 1.621 -2.386 -0.582 -0.7406
C 0.847 -3.158 0.509 -0.6671
H -3.804 -2.698 -1.806 0.3376
H -2.791 -1.683 -2.821 0.3524
H -3.383 -1.073 -1.284 0.3902
H -1.745 -3.616 -1.186 0.4270
H -0.855 -2.178 -1.616 0.0415
H -3.671 -3.231 1.484 0.3888
H -2.504 -4.385 0.821 0.3587
H -2.229 -3.644 2.415 0.3608
H -0.193 -0.604 2.370 0.4267
H 1.282 -1.531 2.588 0.3777
H 2.263 -0.002 1.113 0.3828
H 0.679 0.640 0.677 0.0506
H 0.462 -0.698 -1.055 0.4104
H 2.067 -0.438 -1.056 0.3981
H 2.699 -2.491 -0.489 0.3918
H 1.343 -2.732 -1.575 0.4297
H 0.321 -3.990 0.048 0.3082
H 1.567 -3.590 1.209 0.4456
C -0.420 4.761 -0.274 -0.3869
C 0.108 5.954 -0.017 -0.3808
C 1.580 6.139 0.084 0.2802
O 2.069 7.218 0.320 -0.5000
C 2.438 4.937 -0.117 -0.4026
C 1.902 3.747 -0.373 -0.2020
C 0.435 3.568 -0.467 0.5699
O -0.063 2.478 -0.698 -0.5739
H -1.487 4.598 -0.352 0.4228
H -0.493 6.842 0.130 0.4142
H 3.506 5.100 -0.046 0.4226
H 2.509 2.863 -0.530 0.3374
```

Lowest unoccupied orbital energy = -4.0 eV
Total charge = +1